2 unconnected molecules or ions with the total composition C10H27BFN2O3. Source: the Open Molecules 2025 dataset; level of theory: ωB97M-V with the def2-TZVPD basis set.

Positions of all 44 atoms, in Å:
C1 1.09948 -3.22409 0.32177
C2 1.97973 -2.39918 -0.61272
C3 2.10103 -0.90129 -0.26636
N1 1.08073 -0.40003 0.66066
N2 -0.23468 -0.05721 0.16134
C4 -1.25510 -0.47071 1.21317
C5 -0.80768 -0.35047 2.65980
B1 -0.61910 -0.74549 -1.25017
O1 0.04042 -0.27204 -2.32217
O2 -1.64436 -1.59525 -1.25033
C6 -3.03591 -1.28019 -1.56793
C7 -3.97532 -1.96766 -0.58743
C8 -0.35455 1.45672 -0.14551
C9 -0.51520 2.37096 1.03857
F1 0.79342 1.79221 -0.79760
H1 1.16961 -4.27856 0.05491
H2 1.41065 -3.11974 1.36127
H3 0.04379 -2.95840 0.25106
H4 2.98950 -2.81117 -0.59842
H5 1.62868 -2.53070 -1.64163
H6 3.03192 -0.72296 0.27425
H7 2.17202 -0.28708 -1.16454
H8 1.42040 0.39527 1.18456
H9 -1.48719 -1.50532 0.98579
H10 -2.15624 0.11067 1.00401
H11 -1.70312 -0.34997 3.28323
H12 -0.19687 -1.20244 2.94569
H13 -0.26335 0.55994 2.89205
H14 0.62779 -0.82473 -2.84057
H15 -3.19295 -1.61433 -2.59136
H16 -3.15491 -0.19456 -1.55908
H17 -3.40349 -2.56618 0.12090
H18 -4.65325 -2.64381 -1.10507
H19 -4.57334 -1.25253 -0.02411
H20 -1.18985 1.55543 -0.84523
H21 -0.51776 3.38727 0.64068
H22 -1.45795 2.21477 1.55765
H23 0.31370 2.29118 1.74058
C10 3.41893 4.49794 -0.62322
O3 2.04376 4.65962 -0.29898
H24 3.80432 5.48825 -0.85211
H25 3.99252 4.09039 0.21358
H26 3.55896 3.86135 -1.50096
H27 1.67085 3.79412 -0.12004

Results
- orbital gap (Ha) = 0.3683
- highest occupied orbital energy (eV) = -12.700
- total charge = +1
- lowest unoccupied orbital energy (eV) = -2.7
- electronic energy (eV) = -23318.8917

A molecular structure, C10H27ClN2O3Pd. Source: the Open Molecules 2025 dataset; level of theory: ωB97M-V with the def2-TZVPD basis set.

Positions of all 44 atoms, in Å:
Pd1 -0.23051 0.17266 0.78821
Cl1 -1.75693 0.80477 2.84443
C1 -0.05491 -0.32219 -3.51880
C2 1.06370 0.22502 -2.58364
O1 0.80010 -0.11897 -1.22423
H1 -1.02322 0.15002 -3.35298
H2 -0.16721 -1.38566 -3.30779
H3 0.22729 -0.23090 -4.56767
H4 1.14225 1.31036 -2.64677
H5 2.04902 0.01854 -3.00151
C3 3.51171 1.77007 2.74914
C4 2.03939 1.77499 2.26922
C5 1.71638 2.64631 1.00555
O2 0.30260 2.46166 0.70701
C6 -0.18000 3.36081 -0.26029
N1 1.65304 0.39956 2.01727
H6 4.25097 1.24556 2.14377
H7 3.50775 1.23048 3.69621
H8 3.82245 2.80075 2.92011
H9 1.48952 2.17884 3.11931
H10 2.29433 2.38706 0.11850
H11 1.85278 3.70890 1.20658
H12 0.32651 3.27001 -1.22119
H13 -0.17140 4.37790 0.13155
H14 -1.24002 3.19363 -0.45137
H15 1.76538 0.06883 2.96495
H16 2.35105 -0.12536 1.51001
C7 -3.57432 -2.13754 -1.59099
C8 -2.73236 -1.61741 -0.30223
C9 -1.68682 -2.68671 0.08297
O3 -0.77398 -2.17803 1.04944
C10 0.27991 -3.12549 1.35236
N2 -2.06910 -0.39855 -0.69713
H17 -3.01833 -2.31605 -2.51139
H18 -4.25654 -1.34234 -1.89157
H19 -4.14706 -3.06159 -1.51226
H20 -3.36833 -1.51971 0.57761
H21 -1.18990 -2.95253 -0.85005
H22 -2.19528 -3.56596 0.47855
H23 1.06925 -2.67849 1.95670
H24 0.69004 -3.59487 0.45816
H25 -0.20630 -3.96070 1.85646
H26 -1.46547 -0.56025 -1.49060
H27 -2.69742 0.32257 -1.02163

Results
- orbital gap (spin up / spin down) (Ha) = 0.0730 / 0.2681
- highest occupied orbital energy (spin up / spin down) (eV) = 0.754 / -4.871
- total charge = -1
- multiplicity = 4
- <S²> = 3.7546
- lowest unoccupied orbital energy (spin up / spin down) (eV) = 2.7 / 2.4
- electronic energy (eV) = -35929.2563

A molecular structure, C10H27FLi2N2O3. Source: the Open Molecules 2025 dataset; level of theory: ωB97M-V with the def2-TZVPD basis set.

Positions of all 45 atoms, in Å:
Li1 1.44120 -0.50034 -0.56070
Li2 -0.18149 -1.79989 -1.63706
F1 -0.16297 -0.41043 -0.92774
C1 2.30245 -4.04339 -1.33373
C2 2.38357 -2.53373 -1.06672
O1 1.17295 -1.81360 -1.14304
H1 1.57135 -4.43449 -0.62618
H2 3.27008 -4.51015 -1.14955
H3 1.88115 -4.23501 -2.32059
H4 2.99930 -2.13394 -1.87243
H5 2.95862 -2.27738 -0.17694
C3 -2.53079 0.66006 1.25263
C4 -3.13544 0.23558 -0.13770
C5 -3.24696 1.41880 -1.19246
O2 -3.85081 0.91769 -2.28289
C6 -3.63462 1.65493 -3.46858
N1 -2.29284 -0.87668 -0.76742
H6 -1.44199 0.71018 1.24289
H7 -2.89960 -0.02720 2.01405
H8 -2.61889 1.73069 1.43723
H9 -4.18251 -0.04402 -0.02126
H10 -2.36426 2.02855 -1.38525
H11 -3.93077 2.14922 -0.76005
H12 -4.23462 1.27363 -4.29485
H13 -2.58055 1.57942 -3.73566
H14 -3.83964 2.70851 -3.27875
H15 -1.30515 -0.66561 -0.77146
H16 -2.58234 -0.68799 -1.71646
C7 0.05334 0.91072 1.24686
C8 1.44890 0.37054 1.21955
C9 2.19948 0.53314 2.61825
O3 3.55859 0.89271 2.37492
C10 3.59964 2.25866 2.31816
N2 1.47016 -1.03353 0.97641
H17 0.08777 1.96212 1.53226
H18 -0.61514 0.41671 1.95198
H19 -0.55646 1.00727 0.34856
H20 1.90561 0.93367 0.40566
H21 2.36016 -0.44838 3.06423
H22 1.76905 1.18844 3.37549
H23 3.28811 2.77035 3.22878
H24 2.82030 2.62326 1.64900
H25 4.52700 2.66785 1.91731
H26 0.76800 -1.60174 1.42833
H27 2.35105 -1.52522 1.02495

Results
- orbital gap (Ha) = 0.2960
- energy above the lowest of the compared OMol25 structures with the same formula, charge and spin (kcal per mole) = 67.23
- highest occupied orbital energy (eV) = -7.826
- lowest unoccupied orbital energy (eV) = 0.2
- electronic energy (eV) = -23050.7861

A molecular structure, C10H27FN2O3Pd. Source: the Open Molecules 2025 dataset; level of theory: ωB97M-V with the def2-TZVPD basis set.

Positions of all 44 atoms, in Å:
Pd1 6.89247 -4.61105 -1.00214
F1 4.58364 -3.05636 0.11373
C1 9.18372 -7.99258 -5.78404
C2 9.00296 -7.98428 -4.29618
O1 8.36993 -6.87749 -3.70894
H1 9.71073 -7.05476 -5.95975
H2 8.21526 -8.10842 -6.27062
H3 9.85518 -8.80199 -6.07059
H4 10.05257 -8.10878 -4.02987
H5 8.54234 -8.90115 -3.92840
C3 7.69307 -6.36151 4.12853
C4 7.51536 -6.59298 2.62562
C5 6.01898 -6.99481 2.38447
O2 5.76824 -7.02552 0.89181
C6 4.51544 -7.62806 0.55601
N1 7.72280 -5.38422 1.92808
H6 7.47772 -7.32369 4.59321
H7 7.07214 -5.56356 4.53576
H8 8.74951 -6.14664 4.28933
H9 8.20571 -7.40114 2.38398
H10 5.33713 -6.36715 2.95823
H11 5.91981 -7.95619 2.88847
H12 3.68287 -7.20756 1.12002
H13 4.54516 -8.67410 0.86097
H14 4.33561 -7.54563 -0.51589
H15 7.18614 -4.68808 2.42556
H16 8.68204 -5.16030 2.15127
C7 8.30221 0.18680 -3.16701
C8 7.51795 -1.13074 -2.81176
C9 6.77389 -1.64628 -4.01296
O3 6.00057 -2.79786 -3.68996
C10 5.32497 -3.21748 -4.92261
N2 8.49408 -2.17633 -2.41145
H17 8.71907 0.61987 -2.25772
H18 7.47542 0.82688 -3.47493
H19 8.91862 0.08169 -4.05980
H20 6.86431 -0.86206 -1.98191
H21 7.48916 -2.02996 -4.74048
H22 6.12079 -0.83470 -4.33374
H23 4.72850 -4.11735 -4.77241
H24 6.06892 -3.40177 -5.69764
H25 4.62929 -2.44323 -5.24612
H26 9.14560 -1.74987 -1.76821
H27 9.07372 -2.47027 -3.18457

Results
- orbital gap (spin up / spin down) (Ha) = 0.2789 / 0.2050
- energy above the lowest of the compared OMol25 structures with the same formula, charge and spin (kcal per mole) = 106.34
- highest occupied orbital energy (spin up / spin down) (eV) = -7.734 / -7.479
- multiplicity = 3
- <S²> = 2.0086
- lowest unoccupied orbital energy (spin up / spin down) (eV) = -0.1 / -1.9
- electronic energy (eV) = -26119.7502

5 unconnected molecules or ions with the total composition C10H27N4O12PS2. Source: the Open Molecules 2025 dataset; level of theory: ωB97M-V with the def2-TZVPD basis set.

Positions of all 56 atoms, in Å:
C1 1.30839 -0.26785 -0.64959
C2 0.57908 0.88913 -1.33524
C3 1.24303 2.21867 -0.90381
C4 -0.91258 0.93252 -0.98412
C5 -1.17514 0.81072 0.52262
C6 -1.69725 -0.11996 -1.78138
O1 -2.89547 -0.54639 -1.10465
O2 -4.02001 -0.18368 -1.93822
S1 -5.40284 -0.05318 -1.07214
O3 -5.37259 -1.03938 -0.03974
O4 -5.15723 1.37108 -0.20937
P1 -4.36550 2.63665 -0.87513
S2 -5.41909 3.95618 -1.79743
H1 2.35704 -0.20285 -0.93525
H2 1.25655 -0.17236 0.42592
H3 0.93225 -1.23924 -0.97429
H4 0.72571 0.78302 -2.41177
H5 0.50600 2.99561 -0.71503
H6 1.84975 2.07342 -0.01157
H7 1.92057 2.56825 -1.68071
H8 -1.28664 1.90737 -1.29823
H9 -0.37128 1.27631 1.08789
H10 -2.13216 1.24942 0.78796
H11 -1.20477 -0.23555 0.82479
H12 -1.99491 0.31215 -2.73438
H13 -1.10044 -1.00321 -2.00734
H14 -3.72325 3.16492 0.24518
H15 -3.36431 2.12091 -1.69033
C7 2.94155 -2.22251 3.75443
N1 2.86598 -1.61049 2.39992
O5 3.15343 -2.30528 1.44550
O6 2.51705 -0.45072 2.33029
H16 3.26856 -3.23934 3.64631
H17 3.65626 -1.63194 4.32253
H18 1.95577 -2.16212 4.19279
C8 0.64544 -5.85805 5.73796
N2 1.39514 -4.87773 4.90517
O7 0.75967 -4.18993 4.13591
O8 2.59814 -4.84032 5.06063
H19 -0.40630 -5.77826 5.49271
H20 1.03538 -6.84363 5.50411
H21 0.83210 -5.60878 6.77785
C9 3.65884 -2.87399 -2.35227
N3 3.22364 -1.75761 -3.23599
O9 2.41012 -1.99738 -4.10241
O10 3.70939 -0.67126 -3.01005
H22 3.14317 -3.77479 -2.66170
H23 4.73404 -2.97295 -2.46296
H24 3.40180 -2.59635 -1.33257
C10 -1.64604 6.52119 -2.85171
N4 -1.98363 5.35490 -1.99378
O11 -1.78724 4.24245 -2.44078
O12 -2.44154 5.59095 -0.89979
H25 -1.25381 6.15152 -3.79096
H26 -2.56083 7.08704 -2.99792
H27 -0.90900 7.11264 -2.31782

Results
- orbital gap (Ha) = 0.3063
- highest occupied orbital energy (eV) = -8.709
- lowest unoccupied orbital energy (eV) = -0.4
- electronic energy (eV) = -72283.3608

6 unconnected molecules or ions with the total composition C10H27NO11. Source: the Open Molecules 2025 dataset; level of theory: ωB97M-V with the def2-TZVPD basis set.

Positions of all 49 atoms, in Å:
C1 -0.21325 -1.33048 -2.96024
N1 0.12971 -0.11159 -3.75851
O1 0.14755 0.94414 -3.15975
O2 0.40316 -0.26071 -4.92789
H1 0.73621 -1.64289 -2.53908
H2 -0.58458 -2.08317 -3.64694
H3 -0.94726 -1.05602 -2.21712
C2 3.40058 3.68993 0.34167
O3 2.70954 2.49371 0.65293
C3 3.32620 1.37526 0.25839
O4 4.39423 1.31856 -0.29438
O5 2.54040 0.33763 0.56852
C4 2.98036 -0.93752 0.13844
H4 2.86257 4.50600 0.80839
H5 3.46244 3.82851 -0.73908
H6 4.42611 3.67390 0.71654
H7 4.03321 -0.92406 -0.12866
H8 2.39391 -1.22363 -0.73665
H9 2.78281 -1.65622 0.92828
C5 1.16849 -4.28293 0.90316
O6 -0.20048 -4.64626 0.76932
C6 -0.96697 -3.73503 0.19678
O7 -0.65223 -2.58593 -0.01724
O8 -2.14518 -4.27277 -0.05755
C7 -3.12686 -3.38046 -0.58500
H10 1.71794 -5.19170 1.13898
H11 1.32303 -3.56724 1.70825
H12 1.56307 -3.89811 -0.03811
H13 -3.17339 -2.44784 -0.03278
H14 -4.05661 -3.93915 -0.56462
H15 -2.91695 -3.17763 -1.64126
C8 -0.94703 1.09442 0.34627
O9 -1.84130 0.12765 -0.12421
H16 -0.57933 0.94297 1.37167
H17 -0.03682 1.22559 -0.24940
H18 -1.47840 2.04758 0.36921
H19 -1.45517 -0.75326 -0.09193
C9 -0.30544 1.67946 4.16018
O10 -0.04992 2.08347 5.50849
H20 -0.33592 0.58987 4.12392
H21 -1.32890 1.97055 3.88560
H22 0.34599 2.21578 3.47529
H23 0.78733 2.54982 5.52775
C10 -3.59884 2.78830 -1.63153
O11 -3.27941 4.16159 -1.45715
H24 -2.74564 2.22245 -2.01764
H25 -3.87356 2.27780 -0.69724
H26 -4.45559 2.70495 -2.29599
H27 -2.33982 4.25474 -1.28808

Results
- orbital gap (Ha) = 0.3779
- energy above the lowest of the compared OMol25 structures with the same formula, charge and spin (kcal per mole) = 0.00
- highest occupied orbital energy (eV) = -10.032
- lowest unoccupied orbital energy (eV) = 0.3
- SMILES = C[N+](=O)[O-].COC(=O)OC.COC(=O)OC.CO.CO.CO
- electronic energy (eV) = -34816.1374

Which formula does entry 2 have? C10H27ClN2O3Pd

electronic energy of number 4 (C10H27FN2O3Pd)? -26119.7502 eV

Which formula does entry 2 have? C10H27ClN2O3Pd